Record 1
Computed, not measured: a cluster of 4 separate species, C3H12O4 in total, with the ωB97M-V functional and the def2-TZVPD basis.

## Properties
- Charge: +1
- Lowest unoccupied orbital energy (alpha / beta): -5.86 / -9.78 eV
- Spin multiplicity: 2
- <S²>: 0.757
- E_HOMO (alpha / beta): -14.24 / -14.24 eV
- Gap between HOMO and LUMO (alpha / beta): 0.30807 / 0.16393 hartree

Cartesian coordinates (Å):
1 O -0.8282 -0.3995 1.6390
2 C -1.3738 -0.2111 0.6173
3 C -1.8741 1.1014 0.0071
4 C -1.0522 1.4230 -1.2457
5 H -1.7184 -1.0428 -0.0530
6 H -1.7565 1.8656 0.7775
7 H -2.9170 1.0063 -0.1989
8 H -1.7397 1.7649 -2.0181
9 H -0.5579 0.5672 -1.7145
10 H -0.3211 2.2004 -1.0688
11 H 2.5075 0.8636 -0.9604
12 H 2.4246 1.6869 -2.2383
13 O 2.7551 0.8526 -1.8904
14 H 0.6814 -4.1456 1.4809
15 H -0.6985 -4.2386 0.8111
16 O -0.0184 -3.6165 1.0881
17 H 2.5390 0.0072 2.3326
18 H 1.6640 -0.1492 1.1160
19 O 2.2841 0.4642 1.5186

Force components x, y, z for each atom (eV/Å):
0.3 0.0 0.2
-1.2 -0.4 -0.8
1.1 1.5 0.6
-0.2 -0.3 -0.7
0.5 -0.4 0.3
0.0 -0.1 0.0
-0.8 -0.6 -0.1
-0.1 0.2 0.1
0.1 0.0 0.2
0.2 0.0 0.2
0.3 0.1 0.2
0.2 0.0 -0.1
-0.4 -0.1 0.0
0.0 -0.1 0.0
0.1 -0.1 0.1
-0.2 0.4 -0.1
0.2 0.2 -0.1
0.1 -0.2 -0.1
-0.3 -0.1 0.1

Electronic structure analysis, Mulliken charges in units of e:
1. O -0.03
2. C 0.21
3. C -0.24
4. C -1.11
5. H 0.39
6. H 0.35
7. H 0.34
8. H 0.35
9. H 0.45
10. H 0.28
11. H 0.30
12. H 0.32
13. O -0.61
14. H 0.32
15. H 0.31
16. O -0.61
17. H 0.33
18. H 0.28
19. O -0.61

=====

Record 2
Computed, not measured: a cluster of 4 separate species, C3H12O4 in total, with the ωB97M-V functional and the def2-TZVPD basis.

## Properties
- Charge: +1
- Lowest unoccupied orbital energy (alpha / beta): -5.45 / -8.75 eV
- Spin multiplicity: 2
- <S²>: 0.754
- E_HOMO (alpha / beta): -13.07 / -13.07 eV
- Gap between HOMO and LUMO (alpha / beta): 0.27987 / 0.15880 hartree

Cartesian coordinates (Å):
1 C -0.8407 2.3635 2.1976
2 C 0.6462 2.6345 2.2149
3 C 1.5068 1.5816 2.0015
4 O 2.8167 1.7136 2.0900
5 H -1.3316 3.3394 2.1640
6 H -1.0478 1.8090 1.2756
7 H -1.2492 1.9906 3.1243
8 H 1.0357 3.3488 2.9418
9 H 1.1137 0.6043 1.8590
10 H 3.0908 2.2225 2.8769
11 H -2.1066 -1.1839 -2.5455
12 H -2.4214 -0.6572 -3.9457
13 O -2.8051 -1.1554 -3.2182
14 H 0.0134 -1.4916 -1.6818
15 H -0.5450 -2.1239 -0.5303
16 O -0.8541 -1.5339 -1.2441
17 H 0.0212 -4.6592 -2.9720
18 H -0.3732 -3.3114 -2.5173
19 O 0.3497 -3.9451 -2.4069

Force components x, y, z for each atom (eV/Å):
1.3 1.8 -1.8
-2.1 -0.7 3.0
2.1 0.4 -0.2
-1.1 -1.2 0.6
-0.1 0.0 -0.3
-0.5 -0.3 0.6
0.2 -0.8 0.5
0.0 0.8 -0.8
0.0 -0.9 -1.0
0.2 0.7 -0.6
-0.4 -0.1 -0.1
-0.1 0.0 -0.1
0.3 0.1 0.0
-0.3 0.5 -0.5
-1.0 0.0 0.0
1.7 -0.4 0.7
0.4 -0.1 0.2
0.1 0.0 0.2
-0.6 0.1 -0.4

Electronic structure analysis, Mulliken charges in units of e:
1. C -1.04
2. C 0.05
3. C 0.15
4. O -0.33
5. H 0.34
6. H 0.37
7. H 0.35
8. H 0.31
9. H 0.42
10. H 0.38
11. H 0.35
12. H 0.31
13. O -0.62
14. H 0.34
15. H 0.35
16. O -0.78
17. H 0.33
18. H 0.34
19. O -0.62

=====

Record 3
Computed, not measured: the molecule C3H12P4, with the ωB97M-V functional and the def2-TZVPD basis.

## Properties
- SMILES string: C[PH]#P1[PH3][C@]1(C)P
- Lowest unoccupied orbital energy: 0.44 eV
- E_HOMO: -7.20 eV
- Gap between HOMO and LUMO: 0.28069 hartree

Cartesian coordinates (Å):
1 C -3.2925 0.0341 0.0239
2 P -1.7491 0.9572 -0.1895
3 P -0.4305 -0.4384 -1.3791
4 P 0.0715 -1.1196 0.7036
5 C 1.2225 0.1473 -0.3159
6 C 2.4952 -0.4750 -0.8877
7 P 1.4125 1.8857 0.0424
8 H -4.1222 0.6163 0.3297
9 H -2.9642 -0.6815 0.9518
10 H -3.4615 -0.6054 -0.8569
11 H -1.8844 1.6901 -1.4636
12 H -1.2545 -1.5553 0.9012
13 H 0.8456 -2.1933 1.0182
14 H 0.0450 -0.5369 1.9864
15 H 2.7371 -0.0671 -1.8581
16 H 3.3919 -0.2241 -0.1785
17 H 2.3297 -1.4817 -1.0535
18 H 2.1653 1.9099 1.1538
19 H 2.2812 2.1402 -0.9269

Force components x, y, z for each atom (eV/Å):
1.8 -3.1 1.1
0.9 1.4 -1.2
1.1 0.2 0.8
0.0 2.7 -1.2
-0.7 -1.9 0.5
0.8 2.2 1.7
-3.7 0.7 0.1
-0.7 0.6 0.1
-1.2 1.6 -2.2
-0.5 0.2 0.5
-0.5 -0.3 1.1
-0.1 -1.0 0.6
0.5 -0.9 -0.3
0.4 0.4 0.2
0.1 0.4 -0.4
-1.6 -0.9 -1.2
0.2 -2.5 -0.1
1.5 -0.2 1.2
1.9 0.5 -1.3

Electronic structure analysis, Mulliken charges in units of e:
1. C -0.78
2. P -0.13
3. P -0.15
4. P -0.05
5. C 0.36
6. C -1.53
7. P -0.09
8. H 0.38
9. H 0.23
10. H 0.28
11. H 0.09
12. H -0.01
13. H 0.10
14. H 0.06
15. H 0.41
16. H 0.33
17. H 0.52
18. H 0.00
19. H -0.01